1.
{
  "formula": "C45H55BrN4O4RuSe",
  "method": "ωB97M-V with the def2-TZVPD basis set",
  "spin_multiplicity": 6,
  "lumo_ev": [-2.7, -3.9],
  "s2": 8.8039,
  "orbital_gap_ev": [6.7, 6.8],
  "total_charge": 1,
  "de_lowest_kcal_mol": 80.4,
  "symbols": ["Ru", "C", "C", "C", "C", "C", "C", "C", "Se", "C", "C", "C", "C", "C", "C", "O", "C", "C", "C", "C", "C", "C", "C", "C", "C", "O", "C", "C", "C", "C", "C", "C", "H", "H", "H", "H", "H", "H", "H", "H", "H", "H", "H", "H", "H", "H", "H", "H", "H", "H", "H", "H", "H", "H", "H", "H", "H", "H", "H", "H", "H", "H", "H", "H", "H", "H", "H", "H", "H", "H", "H", "H", "C", "O", "C", "C", "C", "Br", "C", "C", "C", "O", "C", "N", "C", "C", "C", "C", "C", "C", "N", "H", "H", "H", "H", "H", "H", "H", "H", "H", "H", "H", "N", "C", "C", "N", "C", "H", "H", "H", "H"],
  "xyz": [[-0.156, 0.280, 0.084], [5.752, 2.467, -3.838], [4.642, 3.490, -3.559], [4.395, 4.304, -4.829], [5.100, 4.446, -2.449], [3.387, 2.747, -3.102], [3.404, 2.018, -1.919], [2.265, 1.355, -1.521], [2.288, 0.296, 0.078], [2.236, 1.609, 1.483], [3.323, 2.423, 1.739], [3.246, 3.332, 2.784], [2.065, 3.339, 3.526], [0.962, 2.516, 3.302], [1.066, 1.617, 2.236], [0.076, 0.723, 1.935], [-0.252, 2.691, 4.232], [0.178, 2.382, 5.674], [-0.726, 4.150, 4.146], [-1.453, 1.796, 3.906], [4.376, 4.300, 3.130], [3.873, 5.738, 2.942], [4.803, 4.094, 4.589], [5.594, 4.090, 2.231], [1.070, 1.337, -2.253], [0.026, 0.558, -1.805], [1.028, 2.069, -3.446], [2.202, 2.734, -3.821], [-0.164, 2.242, -4.404], [-0.408, 3.747, -4.609], [-1.479, 1.649, -3.913], [0.178, 1.590, -5.752], [6.657, 2.975, -4.176], [5.446, 1.762, -4.612], [6.005, 1.896, -2.942], [5.310, 4.832, -5.101], [3.611, 5.050, -4.686], [4.121, 3.668, -5.673], [5.980, 5.004, -2.775], [5.371, 3.910, -1.537], [4.314, 5.163, -2.200], [4.301, 1.955, -1.316], [4.212, 2.343, 1.129], [1.995, 4.043, 4.347], [0.978, 3.039, 6.015], [0.526, 1.351, 5.761], [-0.670, 2.513, 6.350], [0.018, 4.849, 4.528], [-1.637, 4.283, 4.734], [-0.940, 4.428, 3.111], [-1.213, 0.737, 3.987], [-1.835, 1.977, 2.900], [-2.248, 2.025, 4.620], [3.025, 5.956, 3.595], [3.558, 5.908, 1.910], [4.668, 6.449, 3.179], [3.990, 4.309, 5.284], [5.631, 4.762, 4.833], [5.131, 3.067, 4.759], [5.361, 4.283, 1.181], [5.995, 3.078, 2.320], [6.384, 4.783, 2.524], [2.169, 3.292, -4.746], [-0.554, 4.252, -3.651], [-1.304, 3.898, -5.215], [0.422, 4.234, -5.121], [-1.792, 2.134, -2.990], [-1.416, 0.575, -3.742], [-2.242, 1.834, -4.672], [1.078, 2.015, -6.199], [-0.644, 1.740, -6.454], [0.334, 0.516, -5.635], [-1.581, 3.900, -0.114], [-1.486, 2.476, 0.011], [-2.664, 1.779, 0.201], [-3.810, 2.402, 0.925], [-4.939, 1.918, 0.433], [-6.660, 2.399, 0.963], [-5.046, -0.574, 0.294], [-3.881, -1.515, 0.215], [-2.881, -0.829, 1.110], [-1.768, -1.583, 1.516], [-4.046, -2.875, -0.028], [-5.049, -3.352, -0.776], [-4.861, -4.703, -0.817], [-5.626, -5.687, -1.462], [-5.237, -6.996, -1.321], [-4.109, -7.348, -0.550], [-3.337, -6.400, 0.088], [-3.729, -5.074, -0.071], [-3.207, -3.893, 0.406], [-1.811, 4.358, 0.847], [-2.339, 4.173, -0.850], [-0.604, 4.234, -0.452], [-3.711, 3.145, 1.703], [-5.984, -1.007, -0.037], [-1.468, -2.085, 0.743], [-6.493, -5.405, -2.045], [-5.805, -7.780, -1.803], [-3.841, -8.392, -0.460], [-2.471, -6.679, 0.673], [-2.558, -3.820, 1.171], [-5.048, -0.307, 1.745], [-4.717, 0.744, -0.491], [-3.219, 0.851, -0.817], [-2.333, 0.324, 0.245], [-3.759, -0.412, 2.231], [-5.843, -0.586, 2.298], [-5.324, 0.784, -1.393], [-2.863, 0.759, -1.829], [-3.485, -0.287, 3.264]]
}

=====

2.
{
  "formula": "CH3NO3P",
  "method": "ωB97M-V with the def2-TZVPD basis set",
  "lumo_ev": 4.1,
  "orbital_gap_ev": 8.7,
  "total_charge": -1,
  "de_lowest_kcal_mol": 36.6,
  "symbols": ["C", "N", "O", "O", "O", "P", "H", "H", "H"],
  "xyz": [[-0.283, -1.250, -1.030], [-0.002, 0.546, 1.103], [0.874, 2.705, 0.284], [-0.207, -1.158, -2.253], [0.644, -1.537, -0.196], [1.078, 1.282, -0.034], [-1.226, -1.020, -0.432], [-0.956, 0.844, 1.311], [0.078, -0.412, 1.248]]
}

=====

3.
{
  "formula": "C5H11FN",
  "method": "ωB97M-V with the def2-TZVPD basis set",
  "spin_multiplicity": 3,
  "lumo_ev": [-4.3, -8.8],
  "s2": 2.0048,
  "orbital_gap_ev": [4.2, 5.7],
  "total_charge": 1,
  "de_lowest_kcal_mol": 1.2,
  "symbols": ["C", "C", "C", "C", "C", "N", "F", "H", "H", "H", "H", "H", "H", "H", "H", "H", "H", "H"],
  "xyz": [[1.562, 1.216, 0.554], [0.374, 1.767, -0.163], [-1.812, 1.450, -1.411], [0.221, -2.315, 1.397], [-0.589, 1.021, -0.699], [0.267, -2.974, 0.303], [-0.484, -0.344, -0.570], [1.243, 0.644, 1.429], [2.216, 2.016, 0.883], [0.280, 2.835, -0.243], [-1.875, 0.955, -2.381], [-1.805, 2.525, -1.555], [-2.701, 1.173, -0.844], [1.135, -2.009, 1.892], [-0.730, -2.057, 1.843], [-0.579, -3.245, -0.194], [2.126, 0.548, -0.097], [1.152, -3.207, -0.144]]
}

=====

4.
{
  "formula": "C14H24BrCdN3OP2",
  "method": "ωB97M-V with the def2-TZVPD basis set",
  "spin_multiplicity": 2,
  "lumo_ev": [-2.7, -5.8],
  "s2": 0.7864,
  "orbital_gap_ev": [7.4, 4.3],
  "total_charge": 1,
  "de_lowest_kcal_mol": 0.8,
  "symbols": ["Cd", "P", "P", "N", "N", "H", "H", "H", "C", "H", "C", "H", "H", "C", "C", "C", "C", "H", "H", "H", "H", "H", "H", "H", "C", "C", "C", "O", "H", "H", "H", "H", "H", "H", "H", "Br", "C", "C", "C", "C", "N", "C", "H", "H", "H", "H"],
  "xyz": [[0.219, -0.502, 0.843], [1.351, 0.750, 2.670], [-0.085, -2.895, 0.356], [0.432, 1.756, -0.143], [-0.482, -0.356, -1.401], [-0.212, 2.944, -1.775], [-1.488, 0.947, -2.749], [-1.531, 2.219, -0.802], [-0.514, 2.055, -1.208], [0.289, 0.947, -2.884], [-0.559, 0.869, -2.173], [0.538, 3.723, 0.551], [-1.201, -1.585, -2.962], [0.703, 2.654, 0.783], [-0.815, -1.525, -1.924], [1.259, 2.413, 2.046], [-0.719, -2.772, -1.291], [1.534, 3.309, 2.615], [-1.056, -3.623, -1.885], [1.124, -3.656, 0.557], [-1.031, -3.404, 1.304], [2.702, 0.296, 2.819], [0.702, 0.546, 3.931], [1.824, -0.855, -2.260], [2.725, -0.679, -1.659], [3.302, -2.022, -1.280], [3.653, 0.230, -2.430], [2.383, -0.043, -0.414], [3.711, -2.538, -2.155], [4.118, -1.895, -0.557], [2.552, -2.675, -0.818], [3.146, 1.160, -2.713], [4.540, 0.481, -1.832], [3.987, -0.270, -3.342], [1.882, 0.807, -0.558], [-3.880, 2.757, 3.932], [-3.604, 1.284, 2.757], [-4.601, 0.345, 2.530], [-4.330, -0.719, 1.679], [-3.068, -0.824, 1.089], [-2.086, 0.052, 1.360], [-2.357, 1.128, 2.142], [-5.563, 0.448, 3.024], [-5.070, -1.486, 1.474], [-2.857, -1.658, 0.415], [-1.565, 1.860, 2.339]]
}

=====

5.
{
  "formula": "C3H4S2",
  "method": "ωB97M-V with the def2-TZVPD basis set",
  "lumo_ev": [-3.7, -3.7],
  "orbital_gap_ev": [4.4, 4.2],
  "de_lowest_kcal_mol": 97.5,
  "symbols": ["C", "C", "C", "S", "S", "H", "H", "H", "H"],
  "xyz": [[1.268, -0.578, -0.028], [-1.130, 0.335, -0.029], [0.386, 0.446, -0.019], [2.960, -0.463, 0.059], [-2.052, -1.286, 0.018], [0.721, -1.623, -0.216], [-1.193, 0.704, 1.055], [-1.535, 0.912, -0.862], [0.576, 1.553, 0.022]]
}

=====

6.
{
  "formula": "C10H9NO",
  "method": "ωB97M-V with the def2-TZVPD basis set",
  "lumo_ev": 0.3,
  "orbital_gap_ev": 8.2,
  "de_lowest_kcal_mol": 185.1,
  "symbols": ["C", "C", "C", "C", "C", "C", "C", "C", "C", "C", "H", "H", "H", "H", "H", "H", "H", "H", "H", "N", "O"],
  "xyz": [[-2.315, -0.167, -0.168], [-1.735, 1.234, 0.327], [-0.465, 1.486, 0.230], [0.441, 0.389, 0.073], [1.794, 0.597, -0.029], [2.789, -0.281, 0.086], [2.201, -1.553, 0.186], [0.852, -1.849, -0.106], [-0.106, -0.924, -0.156], [-1.331, -1.116, -0.140], [-4.314, -0.889, 0.851], [-4.117, 0.870, -0.327], [-2.321, 2.111, 0.363], [-0.067, 2.606, 0.399], [2.958, 2.291, 0.083], [4.020, -0.259, 0.306], [3.276, -2.185, 0.574], [0.601, -2.919, -0.251], [-1.524, -2.131, 0.175], [-3.755, -0.294, -0.127], [1.878, 1.957, -0.387]]
}